# C2H3N3O

One molecule with the formula C2H3N3O (ωB97M-V/def2-TZVPD, OMol25).

Summary:
* frontier orbital gap: 9.1 eV
* HOMO energy: -0.309 Ha
* energy relative to the best compared isomer or geometry (same formula, charge and spin): 60.13 kcal per mole
* E_LUMO: 0.65 eV

CARTESIAN COORDINATES (ANGSTROEM)
C1 -0.1694 -0.4045 -0.2578
H1 -1.3894 0.9735 0.6526
H2 -2.2101 -0.4005 -0.0018
N1 -1.3434 0.0700 0.2123
C2 1.1195 0.0441 -0.1677
N2 1.5146 1.0433 0.5373
H3 0.6982 -1.6490 -1.1300
N3 2.0447 1.8686 1.1073
O1 -0.2646 -1.5456 -0.9521

How is the electron density shared among the atoms? According to natural (NBO), the charges in e are: atom 1 (C): 0.54, atom 2 (H): 0.41, atom 3 (H): 0.41, atom 4 (N): -0.80, atom 5 (C): -0.45, atom 6 (N): 0.08, atom 7 (H): 0.51, atom 8 (N): -0.05, atom 9 (O): -0.65